Entry i
Here is a cluster of 2 separate species, C6H14N2 in total from OMol25. Energies are from wB97M-V/def2-TZVPD.

Structure (XYZ):
```
22
Properties=species:S:1:pos:R:3
C 0.860 2.309 -0.858
C 0.956 1.362 0.069
N 0.818 0.002 -0.136
C 1.718 -0.875 0.571
N 0.526 -0.480 -1.424
H 0.904 3.346 -0.591
H 0.695 2.097 -1.901
H 1.142 1.614 1.104
H 1.320 -1.883 0.525
H 2.724 -0.875 0.125
H 1.798 -0.558 1.609
H -0.367 -0.097 -1.716
H 1.232 -0.180 -2.096
C -1.215 -1.974 0.457
C -1.241 -0.733 0.940
C -2.009 0.396 0.340
H -1.700 -2.223 -0.469
H -0.719 -2.780 0.964
H -0.778 -0.519 1.892
H -2.279 0.184 -0.693
H -2.937 0.541 0.900
H -1.449 1.327 0.387
```

## Properties
- Highest occupied orbital energy: -7.8 eV
- LUMO level: 0.0372 Ha

Charges per atom according to natural (NBO) partitioning, unit e: C -0.53; C 0.00; N -0.28; C -0.40; N -0.65; H 0.21; H 0.19; H 0.20; H 0.22; H 0.18; H 0.20; H 0.36; H 0.34; C -0.45; C -0.14; C -0.66; H 0.19; H 0.19; H 0.19; H 0.20; H 0.22; H 0.23

=====

Entry ii
Here is a cluster of 2 separate species, C6H14N2 in total from OMol25. Energies are from wB97M-V/def2-TZVPD.

Structure (XYZ):
```
22
Properties=species:S:1:pos:R:3
C -0.403 -0.246 0.018
C 0.910 -0.050 -0.623
C -0.681 0.316 1.382
C -1.590 -0.600 -0.827
N -0.484 2.588 -0.844
N 1.753 0.817 -0.092
C 0.642 -1.737 0.178
C 1.584 -2.031 1.063
H 0.891 -0.299 -1.700
H -0.814 2.330 -1.765
H -1.020 3.306 -0.368
H 0.452 2.397 -0.447
H 2.670 0.773 -0.530
H 0.087 -2.543 -0.295
H 0.238 0.601 1.888
H -1.211 -0.430 1.976
H -1.343 1.176 1.305
H -1.303 -1.118 -1.745
H -2.269 -1.237 -0.262
H -2.137 0.306 -1.105
H 1.787 -3.054 1.348
H 2.242 -1.265 1.444
```

## Properties
- Highest occupied orbital energy (alpha / beta): -8.3 / -8.3 eV
- LUMO level (alpha / beta): 0.0197 / 0.0197 Ha

Charges per atom according to natural (NBO) partitioning, unit e: C 0.10; C 0.06; C -0.65; C -0.64; N -1.17; N -0.83; C -0.21; C -0.34; H 0.19; H 0.37; H 0.37; H 0.42; H 0.34; H 0.20; H 0.25; H 0.21; H 0.24; H 0.21; H 0.21; H 0.24; H 0.21; H 0.22

=====

Q: Which of them is the most stable? A: entry i.

=====

Entry i
Here is a structure of composition C6H14N2 from OMol25. Energies are from wB97M-V/def2-TZVPD.

Structure (XYZ):
```
22
Properties=species:S:1:pos:R:3
C -1.962 -0.736 0.862
C -1.138 -0.023 -0.183
N -0.121 -0.947 -0.806
C -1.743 0.848 -1.059
H 0.197 -0.541 -1.684
H -0.497 -1.877 -1.027
H -1.346 -1.256 1.598
H -2.575 -0.011 1.397
H -2.633 -1.466 0.393
H -2.686 1.316 -0.812
H -1.227 1.213 -1.939
C 2.432 -0.596 -0.346
N 0.845 1.839 0.225
C 0.486 0.613 0.873
C 1.124 -0.603 0.405
H 0.010 2.268 -0.187
H 1.286 2.511 0.839
H 0.206 0.642 1.924
H 1.024 -1.446 1.085
H 2.599 -1.524 -0.899
H 2.469 0.256 -1.026
H 3.251 -0.479 0.367
```

## Properties
- Highest occupied orbital energy: -6.3 eV
- LUMO level: 0.0314 Ha

Charges per atom according to natural (NBO) partitioning, unit e: C -0.65; C 0.18; N -0.67; C -0.68; H 0.40; H 0.39; H 0.20; H 0.23; H 0.20; H 0.21; H 0.19; C -0.65; N -0.88; C -0.27; C 0.00; H 0.36; H 0.36; H 0.18; H 0.20; H 0.20; H 0.24; H 0.23

=====

Entry ii
Here is an isolated molecule of C6H14N2 from OMol25. Energies are from wB97M-V/def2-TZVPD.

Structure (XYZ):
```
22
Properties=species:S:1:pos:R:3
C 1.966 1.908 1.635
C 1.865 1.682 0.329
C 1.487 0.380 -0.365
C 0.310 -0.312 0.351
C 0.328 -1.824 0.466
N -0.991 0.180 -0.187
C -1.862 -0.753 -0.883
N -2.923 0.014 -1.539
H 1.788 1.195 2.416
H 2.327 2.854 2.009
H 2.063 2.477 -0.382
H 2.374 -0.274 -0.273
H 1.322 0.503 -1.429
H 0.235 0.062 1.382
H 0.250 -2.403 -0.467
H 1.307 -2.320 0.654
H -0.337 -2.103 1.272
H -0.949 1.037 -0.722
H -1.271 -1.257 -1.660
H -2.312 -1.472 -0.171
H -3.800 -0.470 -1.343
H -3.175 0.896 -1.096
```

## Properties
- Highest occupied orbital energy: -8.3 eV
- LUMO level: 0.0392 Ha

Charges per atom according to natural (NBO) partitioning, unit e: C -0.41; C -0.16; C -0.46; C -0.04; C -0.65; N -0.66; C -0.03; N -0.85; H 0.19; H 0.20; H 0.20; H 0.22; H 0.22; H 0.19; H 0.22; H 0.22; H 0.22; H 0.36; H 0.15; H 0.16; H 0.35; H 0.36

=====

Q: Which of them is the most stable? A: entry ii.